# 1
Entry from OMol25: a single C4H5NO molecule in a non-equilibrium geometry (wB97M-V/def2-TZVPD).

CARTESIAN COORDINATES (ANGSTROEM)
C 0.16 -1.10 0.05
C 1.45 -0.69 -0.06
C 1.42 0.70 -0.10
C 0.14 1.13 0.11
H -2.40 -0.19 0.62
H -0.16 -2.10 0.17
H 2.37 -1.17 0.05
H 2.35 1.28 -0.15
H -0.43 2.04 0.25
N -0.65 -0.02 0.14
O -2.02 0.01 -0.23

Values from the calculation:
Energy = -7764.0150 eV
SMILES = On1cccc1
2S+1 = 1
Highest occupied orbital energy = -0.310 Ha
Total charge = 0
HOMO-LUMO gap = 0.340 hartree

***

# 2
Entry from OMol25: a single C3H6BNO2 molecule in a non-equilibrium geometry (wB97M-V/def2-TZVPD).

CARTESIAN COORDINATES (ANGSTROEM)
B -1.47 0.14 -0.17
C 0.81 0.24 0.03
C -0.91 -1.22 0.55
C 2.12 0.89 -0.22
N 0.65 -0.89 0.60
O -0.26 0.90 -0.40
O -2.64 0.53 -0.62
H -1.27 -1.13 1.51
H -1.13 -2.21 0.07
H 2.58 0.47 -1.11
H 2.79 0.50 0.61
H 1.99 1.92 -0.27
H -3.25 -0.13 -0.56

Values from the calculation:
Energy = -9471.5202 eV
SMILES = CC1=NCB(O)O1
2S+1 = 1
Highest occupied orbital energy = -0.357 Ha
Total charge = 0
HOMO-LUMO gap = 0.370 hartree